{
  "formula": "C16H36O5PS",
  "method": "ωB97M-V/def2-TZVPD",
  "multiplicity": 1,
  "homo_energy_ev": -10.4056,
  "total_charge": 1,
  "energy_ha": -1746.6454,
  "homo_lumo_gap_ev": 7.36,
  "symbols": ["C", "C", "O", "O", "C", "C", "C", "C", "C", "P", "C", "C", "C", "S", "H", "H", "H", "H", "H", "H", "H", "H", "H", "H", "H", "H", "H", "H", "H", "H", "H", "H", "H", "H", "H", "H", "C", "O", "C", "C", "O", "C", "C", "O", "C", "H", "H", "H", "H", "H", "H", "H", "H", "H", "H", "H", "H", "H", "H"],
  "xyz": [[-1.65164, 0.65026, 0.75257], [-2.70991, 0.10201, -0.17502], [-2.69895, 0.37403, -1.37716], [-3.68150, -0.73398, 0.27988], [-3.77328, -1.12103, 1.65007], [-3.40297, -2.59401, 1.78483], [-1.92591, -2.84754, 2.04625], [-1.49245, -4.27931, 1.75290], [-1.84243, -4.68261, 0.30282], [-0.79557, -5.99798, -0.35049], [-0.00693, -5.54752, -1.90306], [1.33684, -6.26250, -2.14263], [2.13677, -5.48833, -3.20052], [3.07624, -4.11540, -2.48330], [-0.80167, -0.00640, 0.88563], [-1.28422, 1.55555, 0.28715], [-2.04359, 0.95179, 1.71618], [-4.81659, -1.01832, 1.92714], [-3.20930, -0.48270, 2.31762], [-3.73653, -3.05088, 0.85789], [-4.01224, -3.03618, 2.56904], [-1.32153, -2.18618, 1.43106], [-1.71640, -2.63220, 3.08838], [-0.41181, -4.34489, 1.86561], [-1.93379, -4.98071, 2.45357], [-2.86700, -5.02973, 0.22439], [-1.75945, -3.80504, -0.33251], [0.15079, -6.38897, 0.59636], [-1.60114, -7.11091, -0.58866], [-0.70338, -5.77947, -2.70300], [0.15682, -4.47302, -1.92088], [1.90563, -6.30686, -1.22278], [1.15215, -7.26541, -2.51594], [1.47065, -5.08119, -3.95043], [2.82269, -6.16356, -3.69434], [4.09116, -4.83996, -2.00088], [4.32955, 4.36424, 1.27826], [3.12917, 5.10192, 1.31552], [3.25225, 6.43512, 0.84706], [2.07766, 6.85420, -0.00990], [2.01463, 6.24059, -1.28600], [1.60437, 4.88998, -1.38750], [0.13245, 4.64427, -1.13775], [-0.18711, 4.75096, 0.24297], [-1.41720, 5.39824, 0.49065], [4.99157, 4.64035, 2.10575], [4.07009, 3.31020, 1.37292], [4.85894, 4.50794, 0.33100], [4.17342, 6.55910, 0.26834], [3.29731, 7.10634, 1.71405], [2.20833, 7.91743, -0.22278], [1.13708, 6.74733, 0.53355], [2.22135, 4.23448, -0.76949], [1.79454, 4.62543, -2.43057], [-0.11204, 3.62645, -1.47086], [-0.45608, 5.34997, -1.73143], [-1.51322, 6.31532, -0.09879], [-1.44381, 5.66317, 1.54652], [-2.26281, 4.73610, 0.27071]],
  "atomic_forces_ev_per_a": [[-0.446, 0.624, -0.021], [0.158, 0.296, -2.545], [-0.145, -0.715, 2.545], [0.581, 0.504, -0.024], [-0.402, -0.500, 0.137], [-0.063, 0.249, 0.049], [-0.294, -0.286, -0.150], [0.196, -0.023, -0.302], [-0.047, -0.013, 0.503], [-0.431, 0.388, -0.417], [0.528, -0.267, 0.077], [-0.379, 0.299, -0.529], [0.259, -0.366, 0.568], [-0.161, 0.361, -0.136], [0.011, -0.342, 0.035], [0.130, 0.094, -0.192], [0.022, -0.113, 0.225], [-0.203, 0.179, -0.101], [0.236, 0.079, 0.009], [-0.039, -0.125, -0.188], [0.003, -0.103, 0.215], [0.122, 0.188, -0.072], [0.205, 0.156, 0.154], [0.158, 0.017, 0.208], [-0.105, -0.143, 0.118], [-0.193, -0.045, -0.046], [0.173, 0.019, -0.332], [0.044, -0.003, 0.003], [0.141, -0.172, 0.125], [-0.220, 0.004, -0.104], [-0.049, 0.239, 0.276], [0.200, -0.164, 0.161], [-0.019, -0.261, 0.138], [-0.050, 0.159, -0.218], [0.123, -0.046, -0.191], [-0.014, -0.113, 0.030], [-0.060, 0.037, 0.120], [-0.082, -0.086, -0.324], [-0.007, 0.003, 0.151], [-0.116, 0.056, 0.066], [0.031, 0.050, -0.089], [0.089, -0.091, -0.090], [0.029, -0.176, 0.191], [0.028, 0.253, -0.070], [0.029, -0.159, 0.073], [0.077, 0.000, -0.038], [-0.006, 0.009, 0.054], [0.023, 0.007, -0.004], [0.017, -0.045, -0.011], [0.070, 0.093, -0.064], [0.004, 0.013, 0.001], [0.037, -0.159, 0.058], [-0.094, 0.023, 0.163], [0.007, -0.002, -0.009], [-0.008, 0.047, -0.154], [-0.018, 0.048, 0.024], [-0.024, -0.012, -0.020], [0.004, -0.049, 0.019], [-0.059, 0.083, -0.054]],
  "mulliken_charge": [-0.668, 0.789, -0.584, -0.393, -0.567, -0.615, -0.385, -1.068, -0.594, 0.077, -0.737, -0.431, -1.051, -0.172, 0.257, 0.027, 0.366, 0.372, 0.259, 0.285, 0.435, 0.059, 0.427, 0.590, 0.367, 0.470, 0.442, 0.172, 0.175, 0.478, 0.471, 0.390, 0.389, 0.400, 0.419, 0.145, -0.777, -0.283, -0.552, -0.276, -0.426, -0.425, -0.452, -0.281, -0.832, 0.323, 0.225, 0.356, 0.349, 0.365, 0.391, 0.111, 0.164, 0.393, 0.346, 0.367, 0.380, 0.250, 0.291]
}

{
  "formula": "N2O4",
  "method": "ωB97M-V/def2-TZVPD",
  "multiplicity": 1,
  "homo_energy_ev": [-10.2338, -9.3539],
  "e_above_lowest_kcal_mol": 23.9,
  "energy_ha": -410.2086,
  "homo_lumo_gap_ev": [9.81, 7.99],
  "symbols": ["N", "N", "O", "O", "O", "O"],
  "xyz": [[-0.86818, 1.40232, 0.40714], [0.55204, -1.02970, -0.52563], [-0.94277, 0.73360, -0.52823], [-0.36982, 1.65950, 1.42956], [1.42734, -0.70156, 0.22539], [0.20139, -2.06416, -1.00822]],
  "atomic_forces_ev_per_a": [[-3.008, 4.046, 0.625], [0.680, -0.679, 0.032], [0.793, -2.257, -1.584], [1.709, -1.215, 0.994], [-0.596, -0.540, -0.574], [0.422, 0.645, 0.507]],
  "mulliken_charge": [0.861, 0.721, -0.393, -0.416, -0.375, -0.398]
}

{
  "formula": "C25H23Cl5N7SV",
  "method": "ωB97M-V/def2-TZVPD",
  "multiplicity": 4,
  "homo_energy_ev": [-8.9305, -10.6871],
  "total_charge": 1,
  "e_above_lowest_kcal_mol": 31.1,
  "energy_ha": -4992.7580,
  "homo_lumo_gap_ev": [6.70, 8.42],
  "symbols": ["V", "C", "N", "C", "C", "C", "C", "C", "C", "N", "C", "C", "C", "C", "C", "C", "N", "C", "C", "C", "C", "C", "N", "H", "H", "H", "H", "H", "H", "H", "H", "H", "H", "H", "H", "H", "H", "H", "H", "H", "H", "Cl", "C", "C", "C", "Cl", "C", "Cl", "C", "Cl", "C", "Cl", "N", "N", "C", "N", "S", "H", "H", "H", "H", "H"],
  "xyz": [[-0.10861, -0.18962, 0.15812], [0.84212, 1.07479, -2.28770], [0.14556, 1.57621, -1.08770], [0.94957, 2.62917, -0.42962], [1.31876, 2.27163, 0.98591], [2.22447, 3.05973, 1.68053], [2.63918, 2.66255, 2.93939], [2.11785, 1.48943, 3.46337], [1.18530, 0.78674, 2.72328], [0.77812, 1.16147, 1.50088], [-1.20475, 2.06462, -1.41820], [-2.25229, 0.99657, -1.25484], [-3.51413, 1.16266, -1.79787], [-4.47996, 0.19060, -1.59681], [-4.12184, -0.93504, -0.86836], [-2.84357, -1.03224, -0.36428], [-1.90491, -0.07236, -0.51369], [2.16203, 0.43870, -1.93131], [3.15900, 0.30732, -2.88807], [4.36744, -0.25826, -2.51957], [4.54866, -0.64794, -1.20126], [3.49900, -0.48107, -0.31528], [2.32156, 0.03515, -0.66907], [0.20588, 0.33294, -2.76756], [1.01269, 1.88881, -3.00552], [1.87354, 2.80124, -0.98424], [0.41294, 3.58065, -0.43308], [2.60359, 3.96580, 1.22521], [3.35609, 3.25260, 3.49442], [2.42721, 1.11901, 4.43037], [0.73108, -0.10623, 3.12823], [-1.46002, 2.87193, -0.72812], [-1.23984, 2.47886, -2.43121], [-3.73707, 2.04845, -2.37935], [-5.47173, 0.29831, -2.01346], [-4.82247, -1.74171, -0.70583], [-2.53961, -1.91656, 0.17112], [2.98391, 0.64092, -3.90296], [5.16067, -0.37788, -3.24533], [5.48416, -1.07018, -0.86302], [3.60170, -0.77369, 0.72172], [1.40240, -2.23421, 1.39695], [0.85454, -2.82187, -0.13995], [0.07763, -1.93833, -0.89199], [-0.33243, -2.48273, -2.11962], [-1.31672, -1.55043, -3.21609], [0.00543, -3.76672, -2.55340], [-0.53140, -4.35113, -4.08071], [0.78800, -4.58774, -1.74735], [1.22079, -6.16527, -2.26450], [1.21759, -4.10758, -0.51518], [2.17946, -5.09549, 0.51193], [-2.65252, 1.44996, 2.09290], [-2.91690, 0.74001, 3.25172], [-2.47218, -0.52267, 3.45215], [-2.95130, -1.10944, 4.56130], [-1.41123, -1.38512, 2.48586], [-2.29013, 2.36278, 2.33158], [-3.49911, 1.55140, 1.54589], [-3.60004, 1.10714, 3.89662], [-3.56792, -0.64560, 5.20707], [-2.61526, -2.03101, 4.77556]],
  "atomic_forces_ev_per_a": [[1.730, 0.172, 1.118], [0.044, -0.018, -0.103], [0.172, 0.330, -0.300], [0.034, -0.004, 0.115], [0.032, 0.070, 0.009], [-0.055, 0.006, 0.017], [-0.060, -0.005, -0.065], [0.001, 0.020, -0.035], [0.029, 0.174, 0.261], [0.485, 0.816, 0.880], [-0.157, -0.092, 0.069], [0.051, -0.042, 0.058], [-0.112, 0.006, -0.091], [0.160, 0.015, 0.053], [-0.076, 0.052, -0.047], [-0.019, -0.007, -0.087], [-2.775, 0.432, -0.884], [0.180, 0.052, 0.005], [-0.052, -0.010, -0.013], [-0.014, -0.003, 0.027], [-0.010, 0.025, -0.019], [0.097, -0.001, -0.017], [-0.114, 0.023, -0.180], [-0.087, 0.009, -0.035], [-0.027, -0.004, 0.018], [-0.014, -0.023, -0.031], [-0.014, -0.009, -0.039], [0.038, -0.027, -0.009], [0.009, -0.014, 0.001], [-0.045, 0.005, 0.009], [-0.032, -0.047, -0.072], [0.068, 0.012, -0.007], [-0.004, 0.036, 0.019], [0.053, -0.002, -0.015], [-0.005, -0.001, -0.005], [0.032, -0.025, 0.009], [0.056, 0.000, 0.032], [0.012, 0.014, 0.009], [-0.003, -0.009, -0.003], [-0.011, -0.014, 0.007], [-0.018, -0.015, -0.008], [0.370, -0.103, 0.584], [-0.271, -0.132, -0.651], [0.181, -1.641, -1.051], [0.253, -0.116, 0.401], [-0.153, 0.218, -0.097], [-0.066, 0.071, -0.095], [0.027, -0.065, -0.001], [0.008, -0.003, 0.001], [0.005, -0.018, 0.014], [0.082, -0.074, 0.072], [0.027, -0.016, 0.012], [0.061, 0.102, -0.155], [0.017, -0.274, 0.213], [-0.127, 0.111, -0.055], [-0.023, 0.057, 0.059], [0.074, -0.026, 0.059], [0.049, 0.045, 0.013], [-0.020, -0.011, -0.069], [-0.054, 0.035, 0.035], [0.007, -0.036, 0.003], [-0.025, -0.027, 0.060]],
  "lowdin_spin": [2.606, 0.013, 0.012, 0.004, 0.015, -0.001, 0.013, -0.001, 0.015, 0.012, 0.010, 0.049, -0.007, 0.051, -0.004, 0.051, 0.015, 0.004, 0.000, 0.002, 0.001, 0.003, 0.013, 0.002, 0.002, 0.000, 0.001, 0.000, 0.001, 0.000, 0.001, 0.002, 0.001, -0.001, 0.003, -0.001, 0.002, 0.000, 0.000, 0.000, 0.000, 0.023, 0.021, 0.001, 0.021, 0.007, -0.005, -0.003, 0.021, 0.007, -0.005, -0.002, 0.006, 0.001, 0.002, 0.001, 0.013, 0.000, 0.000, 0.000, 0.000, 0.000]
}

{
  "formula": "C17H48BN3O4",
  "method": "ωB97M-V/def2-TZVPD",
  "multiplicity": 1,
  "homo_energy_ev": -8.0475,
  "energy_ha": -1166.2415,
  "homo_lumo_gap_ev": 7.47,
  "symbols": ["O", "H", "H", "H", "B", "H", "H", "H", "H", "C", "C", "C", "O", "C", "N", "H", "H", "H", "H", "H", "H", "H", "H", "H", "H", "H", "C", "C", "C", "O", "C", "N", "H", "H", "H", "H", "H", "H", "H", "H", "H", "H", "H", "C", "C", "C", "C", "C", "C", "N", "O", "C", "C", "C", "H", "H", "H", "H", "H", "H", "H", "H", "H", "H", "H", "H", "H", "H", "H", "H", "H", "H", "H"],
  "xyz": [[1.54039, -0.06784, 0.89299], [1.39747, 0.43910, 1.69561], [2.25885, -0.70127, 0.95765], [0.76165, -0.51331, 0.55137], [1.26003, 1.81590, 4.12270], [1.08935, 0.76798, 4.31496], [1.18196, 2.41870, 5.01420], [2.23840, 1.90545, 3.67659], [0.51191, 2.19445, 3.44355], [4.14587, -3.19704, -0.83845], [5.14858, -2.52099, 0.08652], [5.95924, -1.43239, -0.64173], [5.04622, -0.39148, -0.90636], [5.58185, 0.91527, -1.12392], [4.50026, -2.09512, 1.30474], [4.63995, -3.33681, -1.79994], [3.29948, -2.51040, -0.85431], [3.90652, -4.20032, -0.48600], [5.83074, -3.28982, 0.44938], [6.35001, -1.84187, -1.57325], [6.75207, -1.08844, 0.02250], [5.94262, 0.91304, -2.15249], [6.36387, 1.15377, -0.40306], [4.79023, 1.65603, -1.01110], [4.20332, -2.88780, 1.85572], [5.21019, -1.56706, 1.79182], [-0.12201, 5.69777, 0.80678], [-0.29206, 6.45932, 2.15664], [-1.73378, 6.16337, 2.68594], [-2.19020, 7.05133, 3.70303], [-3.53124, 6.83372, 4.14662], [0.67253, 5.97874, 3.19416], [-0.69225, 6.15940, 0.00066], [-0.40604, 4.64748, 0.87241], [0.93617, 5.70249, 0.54537], [-0.17996, 7.50322, 1.86378], [-1.75212, 5.10228, 2.93466], [-2.44105, 6.22166, 1.85861], [-3.92476, 7.82265, 4.38173], [-3.73254, 6.07603, 4.90391], [-4.14712, 6.50519, 3.30945], [1.58991, 6.18597, 2.82596], [0.62077, 4.97698, 3.07627], [-4.21613, -3.49283, -0.70773], [-2.68617, -3.76899, -1.00187], [-2.53360, -4.83232, -2.12344], [-2.71597, -4.26753, -3.53115], [-1.99105, -2.95839, -3.86156], [-2.19900, -1.84785, -2.81798], [-2.03873, -2.48780, -1.44447], [-2.13345, -1.52547, -0.45160], [-1.07537, -0.80965, -2.99243], [-3.64687, -1.20809, -3.03121], [-2.02854, -4.39544, 0.21020], [-4.67478, -2.99792, -1.56378], [-4.71382, -4.42074, -0.42597], [-4.36165, -2.72015, 0.04718], [-1.58822, -5.36799, -2.03741], [-3.30676, -5.58071, -1.94949], [-2.57000, -5.04982, -4.27602], [-3.79623, -4.23147, -3.67203], [-2.50063, -2.69977, -4.78976], [-0.95619, -3.10224, -4.17219], [-1.06836, -0.00155, -2.26098], [-1.02540, -0.38184, -3.99371], [-0.10200, -1.24101, -2.75880], [-4.16166, -0.88435, -2.12661], [-4.36857, -1.91790, -3.43549], [-3.55694, -0.39986, -3.75699], [-2.42382, -5.36077, 0.52643], [-0.98532, -4.60776, -0.02365], [-2.09544, -3.69849, 1.04560], [-3.06434, -1.36669, -0.27884]],
  "atomic_forces_ev_per_a": [[0.074, 0.021, -1.342], [-0.314, 1.091, 1.936], [1.500, -0.691, 0.379], [-0.948, -0.116, -0.058], [0.087, -0.316, -0.410], [-0.869, -4.377, 0.933], [-0.140, 2.119, 3.463], [4.195, 0.533, -1.905], [-3.228, 1.515, -3.130], [0.752, 0.265, 0.229], [0.596, -1.599, -0.400], [-1.278, 0.071, 0.887], [-0.480, 0.626, 0.360], [-0.086, -0.870, -0.328], [-0.732, 1.612, -0.122], [-0.455, 0.167, -0.254], [-0.283, -0.413, -0.567], [-0.415, 0.179, 0.170], [0.764, -0.190, -0.731], [0.332, -0.066, 0.012], [0.344, 0.130, -0.078], [0.360, 0.528, 0.001], [0.197, -0.051, -0.053], [-0.101, -0.236, -0.042], [0.215, -0.029, 0.127], [-0.313, 0.100, 0.771], [0.098, 0.130, 0.519], [-0.974, -1.092, 0.103], [0.240, 0.506, -0.624], [0.198, -0.725, 0.351], [0.007, 0.404, -1.445], [-0.664, 0.774, -1.312], [-0.024, 0.047, -0.021], [-0.155, -0.090, 0.180], [0.045, 0.123, -0.142], [0.125, 0.229, 0.772], [0.076, -0.166, 0.754], [-0.132, 0.270, -0.422], [0.066, -0.170, 0.586], [0.722, 0.151, 0.459], [-0.081, -0.088, -0.441], [0.434, 0.224, 0.166], [0.042, -0.608, 0.599], [0.981, 0.273, -0.544], [-1.385, 0.042, -1.233], [-0.115, 0.560, -0.332], [-0.621, -0.833, 0.425], [-1.086, -0.647, -0.564], [-0.997, -0.627, 0.704], [1.102, -0.903, -0.785], [0.503, 0.462, 0.573], [0.337, 0.102, 0.808], [0.768, -0.549, -0.082], [0.703, 0.854, 0.495], [-0.166, -0.704, -0.309], [-0.163, 0.237, 0.007], [0.143, -0.404, 0.639], [0.235, 0.271, 0.132], [-0.025, -0.110, 0.031], [0.947, -0.029, -0.081], [-0.318, 1.065, 0.120], [0.172, 0.735, -0.150], [0.180, -0.103, 0.585], [-0.799, 0.234, -0.097], [-0.239, -0.106, -0.016], [0.013, -0.625, -0.391], [0.514, 0.508, 0.145], [0.305, -0.295, -0.282], [-0.130, 0.162, 0.204], [-0.565, 0.140, -0.287], [0.172, 0.294, 0.101], [0.192, -0.152, 0.204], [-0.457, 0.231, 0.047]],
  "mulliken_charge": [-0.343, 0.341, 0.352, 0.398, 0.231, -0.253, -0.168, -0.260, -0.346, -1.148, 0.202, -0.837, -0.200, -0.767, -0.522, 0.327, 0.140, 0.390, 0.420, 0.347, 0.421, 0.297, 0.326, 0.219, 0.244, 0.203, -1.330, 0.311, -0.790, -0.340, -0.748, -0.643, 0.387, 0.279, 0.392, 0.354, 0.354, 0.394, 0.271, 0.283, 0.315, 0.289, 0.206, -1.601, 1.349, -1.055, -0.837, -1.070, 1.673, 0.106, -0.336, -1.952, -1.636, -1.984, 0.377, 0.435, 0.388, 0.425, 0.414, 0.435, 0.322, 0.397, 0.409, 0.365, 0.402, 0.436, 0.281, 0.390, 0.420, 0.342, 0.454, 0.376, 0.273]
}